No. 1
# CH3F3Si

A cluster of 2 separate species, CH3F3Si in total at a distorted geometry (the ωB97M-V functional and the def2-TZVPD basis, OMol25).

Summary:
E_HOMO: -8.73 eV
F_max: 1.10 eV/Å
LUMO: -1.08 eV
total energy: -628.899617 a.u.
energy above the lowest of the compared OMol25 structures with the same formula, charge and spin: 196.4 kcal per mole

Structure (ORCA input):
```
! RIJCOSX wB97M-V def2-TZVPD def2/J DEFGRID3
* xyz 0 1
C -0.647 1.268 -1.119
F 0.513 1.898 -0.989
F -1.162 1.569 -2.307
F -0.417 -0.040 -1.089
Si 0.617 -1.584 1.821
H 1.904 -1.972 1.197
H -1.342 1.561 -0.315
H 0.534 -2.700 2.800
*
```

---

No. 2
# C34H30BiBrO6Sb2Se

A structure of composition C34H30BiBrO6Sb2Se (the ωB97M-V functional and the def2-TZVPD basis, OMol25).

Summary:
E_HOMO: -8.76 eV
F_max: 0.53 eV/Å
LUMO: -0.50 eV
total energy: -7435.509386 a.u.
energy above the lowest of the compared OMol25 structures with the same formula, charge and spin: 0.0 kcal per mole

Structure (ORCA input):
```
! RIJCOSX wB97M-V def2-TZVPD def2/J DEFGRID3
* xyz 0 1
Bi 1.166 -1.491 1.787
C 1.951 -1.610 -2.337
C 1.543 -0.255 -2.934
C 1.847 0.923 -2.007
Sb 0.797 0.953 -0.140
C 1.761 2.602 0.777
C 1.340 3.904 0.518
C 1.984 4.973 1.126
C 3.044 4.746 1.992
C 3.464 3.449 2.252
C 2.823 2.375 1.649
C -1.015 1.892 -0.690
C -1.303 2.178 -2.019
C -2.478 2.843 -2.349
C -3.363 3.223 -1.352
C -3.080 2.933 -0.024
C -1.911 2.267 0.311
Sb 0.426 -2.935 -1.544
C 0.186 -4.133 -3.292
C 0.566 -3.694 -4.558
C 0.346 -4.490 -5.675
C -0.254 -5.734 -5.536
C -0.633 -6.181 -4.279
C -0.412 -5.385 -3.163
C -1.342 -1.759 -1.851
C -2.060 -1.362 -0.724
C -3.255 -0.661 -0.845
C -3.746 -0.354 -2.102
C -3.045 -0.749 -3.236
C -1.855 -1.449 -3.111
H 2.664 -1.467 -1.522
H 2.467 -2.227 -3.073
H 0.488 -0.241 -3.216
H 2.105 -0.094 -3.859
H 1.662 1.884 -2.489
H 2.898 0.904 -1.707
H 0.506 4.088 -0.149
H 1.656 5.985 0.923
H 3.543 5.581 2.466
H 4.290 3.269 2.927
H 3.162 1.367 1.854
H -0.621 1.884 -2.808
H -2.700 3.061 -3.386
H -4.276 3.745 -1.610
H -3.773 3.228 0.755
H -1.701 2.029 1.347
H 1.035 -2.726 -4.688
H 0.645 -4.138 -6.654
H -0.422 -6.355 -6.406
H -1.097 -7.152 -4.164
H -0.707 -5.748 -2.185
H -1.698 -1.608 0.270
H -3.794 -0.356 0.042
H -4.675 0.193 -2.201
H -3.433 -0.516 -4.220
H -1.336 -1.776 -4.005
Br -1.678 1.676 9.396
C -1.176 1.224 7.631
C 0.136 0.854 7.376
C 0.500 0.522 6.081
C -0.445 0.559 5.062
C -1.756 0.934 5.335
C -2.129 1.270 6.624
C -0.079 0.184 3.672
O -0.922 0.116 2.774
O 1.173 -0.120 3.450
H 0.858 0.826 8.179
H 1.516 0.228 5.855
H -2.474 0.954 4.527
H -3.144 1.563 6.850
O 3.025 -0.912 0.973
Se 3.997 -2.203 1.663
O 5.369 -1.612 2.220
O 2.839 -2.512 2.860
O 4.007 -3.384 0.577
*
```

---

No. 3
# C20H30ClIrN3O5PS2

A structure of composition C20H30ClIrN3O5PS2 at a distorted geometry (the ωB97M-V functional and the def2-TZVPD basis, OMol25).

Summary:
E_HOMO: -7.33 eV
F_max: 1.54 eV/Å
LUMO: -0.77 eV
total energy: -3022.584323 a.u.
energy above the lowest of the compared OMol25 structures with the same formula, charge and spin: 30.4 kcal per mole

Structure (ORCA input):
```
! RIJCOSX wB97M-V def2-TZVPD def2/J DEFGRID3
* xyz 0 1
Ir 0.128 1.198 0.454
C 3.126 3.062 3.382
C 1.914 2.778 2.535
S 2.123 1.497 1.367
C 0.734 3.410 2.628
C 0.420 4.516 3.595
S -0.594 2.948 1.588
H 3.950 2.401 3.112
H 2.915 2.918 4.444
H 3.467 4.089 3.242
H 1.332 5.004 3.937
H -0.114 4.138 4.470
H -0.215 5.269 3.127
O -3.393 1.017 -2.098
Cl -2.282 0.944 -1.217
O -2.673 1.111 0.166
O -1.311 2.009 -1.526
O -1.594 -0.329 -1.348
C -0.852 -3.327 2.552
N 0.521 -2.854 2.726
C 0.666 -2.307 4.076
N -0.311 -1.270 4.410
C -1.655 -1.800 4.185
N -1.869 -2.317 2.836
C -1.879 -1.246 1.837
P -0.251 -0.394 1.833
C 0.862 -1.854 1.711
C -0.088 -0.049 3.631
H -1.011 -4.165 3.234
H -0.979 -3.680 1.527
H 1.670 -1.895 4.185
H 0.545 -3.127 4.787
H -2.385 -1.014 4.385
H -1.820 -2.618 4.890
H -2.664 -0.522 2.059
H -2.082 -1.647 0.842
H 1.892 -1.514 1.840
H 0.780 -2.291 0.713
H -0.815 0.714 3.916
H 0.909 0.351 3.823
C -1.580 -1.647 -6.630
C -0.716 -1.080 -5.541
C -0.232 -1.888 -4.521
C 0.486 -1.369 -3.456
C 0.945 -2.309 -2.379
C 0.742 0.018 -3.433
C 1.306 0.671 -2.273
O 1.465 0.163 -1.158
C 0.316 0.844 -4.498
C 0.572 2.330 -4.526
C -0.413 0.279 -5.526
H -1.571 -2.736 -6.620
H -1.256 -1.302 -7.612
H -2.611 -1.316 -6.489
H -0.433 -2.953 -4.548
H 0.946 -3.330 -2.758
H 0.260 -2.250 -1.531
H 1.937 -2.061 -2.009
H 1.597 1.724 -2.395
H 1.619 2.574 -4.349
H 0.296 2.731 -5.499
H -0.029 2.842 -3.771
H -0.766 0.910 -6.333
*
```